Record 1
Here is 3 unconnected molecules or ions with the total composition C30H63Cl2F2N5O5P from the OMol25 dataset. Energies are from the ωB97M-V functional and the def2-TZVPD basis.

Geometry (Å):
C: -2.09 -1.69 2.38
C: -2.90 -2.57 1.43
O: -2.43 -2.49 0.09
C: -3.03 -1.45 -0.67
C: -2.39 -1.41 -2.05
C: -0.88 -1.56 -1.97
C: -0.24 -0.50 -1.08
C: 1.30 -0.52 -1.14
C: 1.98 -0.42 0.23
N: 2.26 -1.78 0.86
C: 1.17 -2.80 0.69
C: 1.65 -4.08 -0.02
N: 2.67 -4.68 0.86
N: 0.48 -4.92 -0.05
N: 2.18 -3.78 -1.34
C: 2.54 -1.55 2.30
C: 3.89 -0.86 2.47
F: 3.86 -0.29 3.72
O: 4.91 -1.80 2.41
C: 5.47 -2.33 3.63
C: 6.59 -1.47 4.20
O: 6.19 -0.88 5.42
C: 6.83 0.35 5.74
C: 5.93 1.55 5.43
N: 4.08 0.11 1.46
F: 5.43 0.38 1.29
C: 3.26 0.47 0.30
C: 2.82 1.97 0.57
Cl: 2.17 2.02 2.26
C: 1.77 2.65 -0.30
C: 1.32 4.00 0.25
Cl: 2.44 2.89 -1.94
P: 4.23 0.27 -1.35
C: 5.58 1.51 -1.24
C: 5.10 -1.34 -1.04
H: -2.50 -0.68 2.47
H: -2.07 -2.14 3.38
H: -1.06 -1.61 2.02
H: -3.96 -2.28 1.46
H: -2.83 -3.62 1.72
H: -4.11 -1.63 -0.76
H: -2.91 -0.48 -0.15
H: -2.82 -2.18 -2.68
H: -2.66 -0.45 -2.50
H: -0.43 -1.50 -2.97
H: -0.67 -2.55 -1.57
H: -0.57 -0.65 -0.04
H: -0.62 0.48 -1.38
H: 1.61 -1.42 -1.67
H: 1.67 0.30 -1.75
H: 1.26 0.01 0.94
H: 3.14 -2.18 0.49
H: 0.30 -2.36 0.22
H: 0.89 -3.12 1.69
H: 2.30 -5.51 1.31
H: 3.49 -4.94 0.34
H: 0.70 -5.80 -0.51
H: -0.27 -4.48 -0.58
H: 2.78 -2.97 -1.40
H: 2.68 -4.57 -1.72
H: 2.62 -2.52 2.78
H: 1.71 -0.99 2.74
H: 4.70 -2.49 4.38
H: 5.85 -3.30 3.33
H: 6.86 -0.70 3.46
H: 7.48 -2.10 4.36
H: 7.07 0.32 6.80
H: 7.78 0.43 5.20
H: 4.90 1.28 5.65
H: 6.00 1.87 4.39
H: 6.20 2.39 6.08
H: 3.72 2.58 0.58
H: 0.90 2.01 -0.40
H: 0.96 4.62 -0.57
H: 2.14 4.53 0.73
H: 0.51 3.87 0.96
H: 5.64 2.03 -0.29
H: 6.53 0.99 -1.37
H: 5.45 2.22 -2.05
H: 6.17 -1.19 -1.16
H: 4.98 -1.75 -0.04
H: 4.79 -2.06 -1.80
C: -5.48 2.08 -4.62
C: -5.57 0.80 -5.45
C: -4.72 -0.16 -4.62
O: -4.88 0.24 -3.26
C: -5.52 1.52 -3.20
H: -6.28 2.78 -4.82
H: -4.53 2.58 -4.81
H: -6.60 0.45 -5.50
H: -5.19 0.91 -6.47
H: -3.66 -0.10 -4.90
H: -5.04 -1.20 -4.72
H: -6.55 1.40 -2.85
H: -4.99 2.14 -2.48
C: -9.31 4.76 -0.54
C: -9.32 4.25 -1.98
C: -7.87 4.50 -2.40
O: -7.09 4.35 -1.21
C: -7.94 4.32 -0.06
H: -10.12 4.36 0.07
H: -9.38 5.85 -0.53
H: -9.54 3.18 -2.00
H: -10.03 4.75 -2.63
H: -7.74 5.51 -2.79
H: -7.51 3.79 -3.14
H: -7.97 3.30 0.33
H: -7.52 4.97 0.70

LUMO: -1.787 eV
Kohn-Sham gap: 9.094 eV
charge: +1

Record 2
Here is a single C5H8O2 molecule in a non-equilibrium geometry from the OMol25 dataset. Energies are from the ωB97M-V functional and the def2-TZVPD basis.

Geometry (Å):
C: 1.77 -0.56 0.21
C: 0.36 0.39 0.56
C: -0.23 1.30 -0.51
O: -0.81 0.46 -1.56
C: -1.56 0.69 -0.38
C: -1.03 -0.37 0.61
O: -0.97 -1.65 0.04
H: 2.54 -0.72 1.02
H: 2.30 -0.09 -0.61
H: 1.34 -1.52 0.00
H: 1.14 0.55 1.28
H: 0.01 2.30 -0.85
H: -2.55 1.14 -0.47
H: -1.58 -0.45 1.55
H: -0.73 -1.47 -0.89

energy above the lowest of the compared OMol25 structures with the same formula, charge and spin: 425.7 kJ/mol
SMILES: C[C@@H]1[C@H](O)[C@@H]2O[C@H]12
LUMO: 1.011 eV
Kohn-Sham gap: 10.601 eV

Record 3
Here is 2 unconnected molecules or ions with the total composition C4H9NO2 in a non-equilibrium geometry from the OMol25 dataset. Energies are from the ωB97M-V functional and the def2-TZVPD basis.

Geometry (Å):
C: -2.50 -0.19 0.32
N: -1.23 -0.42 -0.37
C: -0.15 0.27 -0.07
C: 0.75 0.88 -1.24
O: 0.00 1.15 -2.19
O: 1.93 1.04 -0.99
C: 2.27 -0.50 0.72
H: -2.37 -0.31 1.39
H: -3.25 -0.89 -0.04
H: -2.84 0.83 0.10
H: -1.29 -0.60 -1.37
H: 1.12 -0.48 0.39
H: -0.21 0.84 0.86
H: 2.74 0.45 1.04
H: 2.88 -0.92 -0.09
H: 2.12 -1.17 1.55

energy above the lowest of the compared OMol25 structures with the same formula, charge and spin: 373.3 kJ/mol
LUMO: -0.697 eV
Kohn-Sham gap: 8.550 eV

Record 4
Here is 2 unconnected molecules or ions with the total composition C10H10N2O2 in a non-equilibrium geometry from the OMol25 dataset. Energies are from the ωB97M-V functional and the def2-TZVPD basis.

Geometry (Å):
C: -1.24 -2.36 0.08
C: 0.02 -2.28 0.71
C: 0.13 -1.54 1.90
C: -0.92 -0.78 2.50
C: -2.05 -0.96 1.94
C: -2.27 -1.82 0.85
C: 0.89 0.41 -2.16
C: 2.14 0.51 -1.29
C: 2.30 1.38 -0.26
C: -0.01 1.95 -0.20
H: -1.43 -2.92 -0.83
H: 0.73 -3.05 0.20
H: 1.11 -1.29 2.36
H: -0.45 0.09 3.17
H: -2.97 -0.59 2.37
H: -3.25 -1.95 0.41
H: -0.97 0.59 -1.29
H: 3.15 0.14 -1.42
H: 3.29 1.44 0.35
H: 1.76 2.82 0.94
N: -0.05 0.94 -1.16
N: 1.33 2.16 0.17
O: 0.62 -0.33 -3.16
O: -1.10 2.33 0.19

energy above the lowest of the compared OMol25 structures with the same formula, charge and spin: 385.7 kJ/mol
SMILES: O=c1cc[nH]c(=O)[nH]1.c1ccccc1
LUMO: 0.209 eV
Kohn-Sham gap: 9.341 eV

Record 5
Here is a single C3H8S2 molecule in a non-equilibrium geometry from the OMol25 dataset. Energies are from the ωB97M-V functional and the def2-TZVPD basis.

Geometry (Å):
C: -0.99 1.08 -0.55
C: -0.99 -0.16 -1.48
S: 0.60 -1.05 -1.18
S: 0.39 -1.86 0.71
C: 1.47 -0.56 1.66
H: -1.94 1.36 -0.34
H: -0.62 0.63 0.46
H: -0.33 1.92 -0.79
H: -0.92 0.05 -2.66
H: -1.95 -0.73 -1.50
H: 1.33 -0.65 2.83
H: 1.31 0.52 1.34
H: 2.64 -0.56 1.50

energy above the lowest of the compared OMol25 structures with the same formula, charge and spin: 131.2 kJ/mol
SMILES: CCSSC
LUMO: 0.775 eV
Kohn-Sham gap: 9.523 eV

Record 6
Here is 6 unconnected molecules or ions with the total composition C22H59N3O9 in a non-equilibrium geometry from the OMol25 dataset. Energies are from the ωB97M-V functional and the def2-TZVPD basis.

Geometry (Å):
C: -7.04 2.69 0.31
O: -5.80 2.67 1.03
C: -5.32 1.35 1.28
C: -4.04 1.30 2.15
N: -3.58 -0.12 2.16
C: -2.33 -0.28 2.92
C: -2.01 -1.76 2.93
O: -0.59 -1.98 3.14
C: -0.18 -3.28 3.48
H: -7.70 1.88 0.61
H: -6.86 2.28 -0.69
H: -7.38 3.72 0.41
H: -5.10 0.88 0.32
H: -6.03 0.70 1.80
H: -4.06 1.62 3.19
H: -3.27 1.95 1.74
H: -3.54 -0.48 1.21
H: -2.34 0.05 3.96
H: -1.52 0.28 2.44
H: -2.26 -2.38 2.07
H: -2.66 -2.16 3.71
H: -0.66 -3.41 4.45
H: 0.88 -3.38 3.72
H: -0.52 -4.14 2.91
C: 1.01 -1.95 -5.95
O: 1.91 -2.05 -4.83
C: 1.40 -1.32 -3.70
C: 2.58 -1.01 -2.81
N: 2.30 -0.36 -1.48
C: 3.35 0.38 -0.96
C: 3.56 1.77 -1.57
O: 4.76 2.30 -0.96
C: 4.99 3.65 -1.19
H: 1.59 -2.34 -6.78
H: 0.80 -0.92 -6.24
H: 0.12 -2.58 -5.86
H: 0.63 -1.87 -3.15
H: 1.00 -0.38 -4.07
H: 3.15 -0.32 -3.43
H: 3.15 -1.92 -2.65
H: 1.95 -1.00 -0.77
H: 4.27 -0.20 -0.92
H: 3.06 0.49 0.09
H: 2.77 2.48 -1.30
H: 3.58 1.79 -2.66
H: 5.06 4.04 -2.21
H: 5.98 3.65 -0.72
H: 4.34 4.24 -0.54
C: -2.44 -2.91 -1.40
O: -2.91 -1.84 -0.55
C: -2.97 -0.68 -1.28
C: -1.65 0.02 -1.94
N: -0.56 0.17 -1.06
C: -0.89 1.16 -0.01
C: -0.69 2.63 -0.52
O: -1.75 3.12 -1.36
C: -1.73 4.52 -1.61
H: -2.99 -2.74 -2.33
H: -2.81 -3.87 -1.04
H: -1.38 -3.05 -1.58
H: -3.40 0.02 -0.57
H: -3.73 -0.81 -2.05
H: -1.97 0.90 -2.50
H: -1.36 -0.56 -2.82
H: 0.33 0.34 -1.49
H: -0.25 1.04 0.86
H: -1.88 0.95 0.40
H: 0.24 2.69 -1.09
H: -0.54 3.36 0.28
H: -0.74 4.91 -1.87
H: -2.29 5.23 -1.01
H: -2.20 4.54 -2.59
O: 1.01 -1.27 0.83
H: 0.55 -0.58 0.34
H: 0.47 -1.40 1.61
C: 5.11 -2.85 0.20
C: 4.03 -3.79 0.48
O: 3.12 -3.31 1.62
H: 5.88 -3.04 0.95
H: 4.86 -1.79 0.30
H: 5.68 -3.09 -0.69
H: 4.45 -4.79 0.61
H: 3.42 -3.85 -0.43
H: 2.45 -2.74 1.22
C: 1.94 0.76 4.86
C: 1.70 0.73 3.33
O: 1.08 1.93 2.93
H: 0.98 1.07 5.28
H: 2.68 1.51 5.12
H: 2.20 -0.29 5.04
H: 1.05 -0.14 3.22
H: 2.64 0.67 2.78
H: 1.80 2.57 2.89

LUMO (alpha / beta): -2.116 / -7.465 eV
expectation value of S²: 0.75
Kohn-Sham gap (alpha / beta): 9.494 / 4.134 eV
2S+1: 2
charge: +1